22
Properties=species:S:1:pos:R:3:mulliken_charge:R:1 method="wB97M-V/def2-TZVPD" relative_energy_kcal_mol=33.6 homo_energy_ha="0.0391 / -0.2205" lumo_ev="3.758 / 3.654" charge=-1 max_force_ev_per_a=4.09 spin_multiplicity=2
O 1.08 -1.80 -2.72 -0.849
O -1.18 -1.72 0.48 -0.477
O 0.29 -3.86 -0.48 -1.014
N -0.24 0.70 -1.02 -0.414
C 0.45 2.32 0.95 -0.575
C 0.15 1.26 2.11 -1.981
C -0.38 2.00 -0.53 -1.708
H -0.92 1.50 2.37 0.358
H 0.69 0.66 -1.44 0.149
H -1.44 2.07 -0.19 0.697
H 0.91 -4.05 0.24 0.459
H 0.38 0.15 1.88 0.605
H 1.73 -1.36 -2.13 0.339
H 1.47 2.54 0.69 0.680
H -0.94 0.47 -1.75 0.526
H -0.54 -3.53 0.01 0.296
H 0.72 -2.53 -2.29 0.390
H -0.17 2.75 -1.32 0.253
H -1.19 -0.90 0.01 0.114
H 0.03 3.32 1.16 0.349
H 0.87 1.64 2.77 0.467
H -1.78 -1.61 1.19 0.336